[1]
DFT (ωB97M-V/def2-TZVPD) results for an isolated molecule of CHN3O2 at a distorted geometry.

Results
F_max = 5.3 eV/Å
DFT total energy = -9615.0437 eV
orbital gap = 10.843 eV
structure (SMILES) = O=c1nn[nH]o1
spin multiplicity = 1
energy above the lowest of the compared OMol25 structures with the same formula, charge and spin = 54.5 kcal per mole
net charge = 0

Positions of all 7 atoms, in Å:
1 C 1.071163 0.047168 -0.001025
2 H -1.761563 -0.950348 0.420443
3 O 2.247422 0.187566 -0.107216
4 N -1.002139 -0.504721 -0.216513
5 O 0.327340 -0.994360 -0.010302
6 N 0.114897 1.349192 -0.017612
7 N -0.997120 0.865505 -0.067777

Cartesian forces (eV/Å) of the 6 atoms listed first:
1.75 4.91 -0.80
2.17 0.71 -1.07
-0.39 -0.89 0.44
-2.08 -0.59 0.83
-1.97 -1.52 0.39
1.56 -2.33 0.32

Computed natural (NBO) charges, given in elementary charges: 0.79 0.40 -0.53 -0.17 -0.32 -0.19 0.02



[2]
DFT (ωB97M-V/def2-TZVPD) results for a structure of composition C12H15F9N2NaO12 at a distorted geometry.

Results
F_max = 5.6 eV/Å
DFT total energy = -69104.6489 eV
orbital gap (alpha / beta) = 2.038 / 5.827 eV
spin multiplicity = 2
net charge = -2

Positions of all 51 atoms, in Å:
1 O 2.187538 -1.168219 0.995112
2 H -1.801362 -0.649159 -2.585808
3 O 2.081938 -3.453429 1.021202
4 C 0.167888 2.339121 2.395642
5 O 3.759658 1.902531 -3.719688
6 H -1.121142 4.964411 0.963292
7 F -0.756782 2.193101 4.649852
8 C -2.621592 -0.202109 -2.024138
9 C 0.241498 1.730151 3.849692
10 C -1.878622 -0.936939 0.105392
11 O -0.453482 4.013241 -2.625188
12 H -3.817362 -0.208229 -3.970648
13 F 2.500688 -1.584499 3.713142
14 F 0.184488 0.314111 3.821262
15 O -0.904622 3.203001 2.165692
16 F 3.204788 -3.640489 3.288082
17 Na 1.553748 0.731931 -0.663528
18 F 4.376298 -1.960539 2.674532
19 C -2.465302 -1.666089 1.355132
20 C -2.228622 3.306661 0.318052
21 H -4.502312 0.729831 -2.806858
22 F -1.547052 -1.651699 2.334332
23 C -3.880572 -0.162169 -2.883458
24 N 4.340858 1.348331 -2.804278
25 N 0.263878 3.048211 -2.842768
26 C 1.607948 -5.012979 -0.893808
27 C 1.463878 -3.575449 -0.231538
28 H 0.948648 -5.074909 -1.759588
29 H 2.631438 -5.332639 -1.089748
30 C 2.418168 -2.255019 1.485872
31 O 0.999178 2.036051 1.485532
32 F 1.422818 2.047451 4.370872
33 H -2.063692 2.271031 0.020782
34 O 0.781728 2.856881 -3.954928
35 H -2.469782 3.736571 -0.654118
36 F -2.836642 -2.879629 1.022602
37 C -1.010082 3.881291 0.912082
38 H 0.467438 -3.269169 0.086892
39 O -0.732082 -0.631799 -0.155438
40 O 0.422938 2.300951 -1.894428
41 F -3.481012 -0.956819 1.794072
42 H -3.019932 3.411211 1.060342
43 O 5.283178 0.572051 -3.025728
44 C 3.135838 -2.419689 2.788862
45 H 1.791128 -2.929569 -1.046298
46 H -4.561532 -0.984039 -2.662268
47 O -2.851672 -0.659509 -0.799998
48 H -0.138722 3.839761 0.258542
49 H -2.300842 0.836901 -1.948858
50 H 1.346188 -5.805719 -0.192998
51 O 3.861028 1.455711 -1.700778

Cartesian forces (eV/Å) of the 6 atoms listed first:
0.58 -1.94 0.58
0.10 -0.68 0.38
1.94 -0.48 0.35
0.34 -0.81 1.14
0.07 1.13 -1.87
-0.26 0.31 1.12

Computed natural (NBO) charges, given in elementary charges: -0.52 0.19 -0.49 0.40 -0.51 0.14 -0.35 -0.09 0.88 0.67 -0.57 0.22 -0.32 -0.39 -0.57 -0.30 0.95 -0.30 0.91 -0.62 0.21 -0.30 -0.63 0.72 0.73 -0.63 -0.08 0.22 0.22 0.69 -0.81 -0.34 0.20 -0.52 0.21 -0.31 -0.08 0.20 -0.56 -0.62 -0.30 0.19 -0.60 0.89 0.21 0.20 -0.50 0.23 0.22 0.20 -0.60



[3]
DFT (ωB97M-V/def2-TZVPD) results for a cluster of 3 separate species, C16H33NO13P2 in total at a distorted geometry.

Results
F_max = 4.4 eV/Å
DFT total energy = -63812.9749 eV
orbital gap = 9.390 eV
structure (SMILES) = CCOCCOC[C@]1(N=C=O)C(=O)OCC1(P(=O)(O)O)P(=O)(O)O.CC(C)O.CC(C)O
spin multiplicity = 1
net charge = 0

Positions of all 65 atoms, in Å:
1 H 6.776403 0.511886 4.137917
2 O -1.305511 0.308058 -3.772348
3 C 5.196589 -2.488141 4.840056
4 H -1.145508 2.567400 -1.968120
5 C 0.503128 3.742970 -0.465043
6 O 0.788043 0.316128 1.719330
7 C -0.660264 -0.744607 -0.622514
8 O -1.860868 0.198105 1.744075
9 C 3.664713 1.896905 0.044445
10 O 2.454087 2.474391 0.547941
11 H 1.362510 -1.701973 -1.048897
12 H -1.963756 1.692202 -0.622406
13 C 2.091025 3.648894 -0.178850
14 H 3.587504 1.750868 -1.070809
15 H 0.130037 4.661867 0.083412
16 C 3.992513 0.491228 0.672354
17 H -6.625340 -1.569419 -1.117288
18 H 1.466805 -0.350787 1.950228
19 C -0.945563 1.939452 -1.059832
20 H 6.873284 -0.429354 5.639148
21 C -6.818810 -1.223771 -3.654852
22 H 4.545762 2.569952 0.254371
23 C 0.296312 -1.743148 -1.424044
24 H 4.214087 -2.906800 4.610981
25 H 7.486694 -1.094175 4.111214
26 O 0.091390 -1.321789 -2.794632
27 H 5.803342 -1.691559 2.471451
28 C -7.794662 -0.905720 -2.533486
29 H 4.390059 0.565034 1.722781
30 O -0.347793 -1.944707 1.928226
31 O -3.443480 -0.324109 -0.919283
32 H -1.946198 -3.142222 -2.084667
33 H -2.497375 -3.242004 0.277816
34 H 0.407661 3.967336 -1.561223
35 C -0.627219 -0.080827 -2.888681
36 H -2.343376 -0.377775 2.370393
37 H 2.685518 3.668317 -1.137061
38 H -5.786682 -1.060527 -3.329559
39 H -7.906406 1.223536 -2.936847
40 H -6.685668 0.772037 -1.728450
41 O -0.209951 2.583409 -0.022533
42 O -2.900317 -2.367281 0.459740
43 H 4.848689 0.049919 0.072509
44 H 4.547645 -0.443993 4.688258
45 O -2.577634 -2.397956 -2.193224
46 P -2.426279 -1.414372 -0.849711
47 O 5.120331 -1.126662 2.854616
48 H -6.896728 -2.273994 -3.945793
49 O -7.526356 -1.750682 -1.415949
50 H -8.814724 -1.118549 -2.862441
51 H 3.138911 -0.241471 0.592955
52 C -0.284173 0.560909 -1.467351
53 C 5.325732 -1.085324 4.267585
54 H -0.057503 -2.783674 -1.162508
55 C 6.693702 -0.490716 4.563622
56 C 1.375856 1.486803 -2.695324
57 C -7.688781 0.549631 -2.104789
58 H 5.938959 -3.159181 4.397023
59 H -7.009479 -0.603253 -4.533688
60 H 5.331463 -2.486459 5.923870
61 H 2.357825 4.566928 0.418976
62 O 1.314707 2.315607 -3.507858
63 N 1.186816 0.869305 -1.631740
64 P -0.504702 -0.623502 1.238212
65 H -8.386997 0.761403 -1.291700

Cartesian forces (eV/Å) of the 6 atoms listed first:
-0.06 -0.03 0.07
0.81 -0.53 -0.11
-0.26 -0.08 0.08
0.52 -0.47 0.73
1.31 0.78 0.37
-1.95 -1.31 -1.35

Computed natural (NBO) charges, given in elementary charges: 0.22 -0.48 -0.63 0.21 -0.09 -0.93 -0.81 -0.97 -0.05 -0.54 0.23 0.24 -0.08 0.15 0.18 -0.63 0.47 0.51 -0.12 0.21 -0.63 0.17 -0.07 0.22 0.20 -0.54 0.46 0.10 0.25 -1.11 -1.07 0.49 0.49 0.18 0.78 0.53 0.17 0.21 0.21 0.21 -0.52 -0.93 0.21 0.18 -0.93 2.28 -0.73 0.21 -0.72 0.17 0.19 0.11 0.09 0.18 -0.63 0.87 -0.63 0.20 0.21 0.21 0.18 -0.46 -0.59 2.33 0.21



[4]
DFT (ωB97M-V/def2-TZVPD) results for a structure of composition C38H36N8O4SeSr at a distorted geometry.

Results
F_max = 2.5 eV/Å
DFT total energy = -126287.6308 eV
orbital gap = 6.978 eV
spin multiplicity = 1
energy above the lowest of the compared OMol25 structures with the same formula, charge and spin = 41.3 kcal per mole
net charge = 0

Positions of all 88 atoms, in Å:
1 C 0.585219 -2.827889 -2.438985
2 C 2.129871 5.450325 -1.612953
3 H 2.339246 5.980787 0.459789
4 C -3.922872 2.061826 -0.677405
5 C 0.353969 -3.497905 -3.642422
6 H -0.981486 -3.716704 -5.306370
7 H -2.876109 3.687021 -3.443480
8 H 3.498813 -1.023235 3.173382
9 H 3.341764 -2.977089 -2.985930
10 N -1.272369 -0.645046 2.146404
11 C -0.774655 -3.197531 -4.381780
12 H 0.764164 -3.995263 6.726122
13 C 3.734023 -1.096698 4.235933
14 C -1.645802 -2.229764 -3.902332
15 C 1.782342 3.089896 -2.060324
16 C 1.629784 1.045381 -5.014115
17 C 3.119421 -2.728292 -1.945052
18 H -1.363443 -1.022735 4.508084
19 H 2.242609 6.462777 -1.970918
20 C 2.568285 1.076046 8.836100
21 H 1.754142 -4.313455 -1.510655
22 H 3.456985 -2.088017 4.596824
23 H 4.806928 -0.946489 4.376095
24 H 2.373545 3.013789 -4.758001
25 H 1.178490 2.495818 5.072429
26 C 1.288941 -3.805051 4.665450
27 O 1.780505 -3.481552 2.384516
28 H 0.768982 -0.788495 -4.190048
29 O 2.779065 -0.841811 -0.503774
30 H 4.407503 -1.013761 -1.766400
31 H 1.871900 4.633972 -3.554767
32 H 1.331520 2.612161 7.964634
33 C -1.697025 2.423481 -2.169265
34 Sr 0.393483 -0.013178 -0.536274
35 C 1.944723 1.742182 7.791059
36 N -1.418320 0.063665 1.040326
37 H -0.920266 -2.191874 6.647171
38 C 3.323556 -1.222440 -1.741838
39 H -3.406339 0.478847 1.471493
40 C 1.606515 2.044091 -3.037759
41 N -1.614199 1.622581 -1.127567
42 C 3.590527 -0.525721 7.330017
43 C 0.084398 -2.122691 3.411260
44 O 0.523310 -1.621798 1.119692
45 C -1.323647 -1.595474 -2.716080
46 C -0.371472 -2.457979 5.756475
47 H 1.511600 -2.835478 -0.552659
48 H 1.044146 -4.255931 -3.982347
49 H 3.855003 -0.509227 9.451759
50 C 2.154557 1.255431 6.515061
51 C 1.111076 0.217750 -4.069410
52 H -0.780657 2.568093 -2.718405
53 N 1.943555 2.201600 -4.351686
54 O 1.698982 1.611991 -0.196431
55 N 1.739156 1.685433 5.282959
56 C -4.008773 2.853290 -1.804631
57 N 1.101322 0.834024 -2.854488
58 H 2.839243 0.124748 -0.418737
59 H 2.032314 -4.587340 4.676637
60 N -0.243671 -1.881623 -2.005026
61 C -2.864749 3.056135 -2.566740
62 H 3.834066 -3.256801 -1.308501
63 H 1.797993 0.921644 -6.063572
64 H 2.059025 3.663803 1.258953
65 H -4.945946 3.314652 -2.085369
66 C 1.935358 4.413881 -2.494773
67 H 2.427621 1.431656 9.846253
68 C 3.378158 -0.030645 8.609033
69 C 1.815989 2.801102 -0.665289
70 H 4.229986 -1.374890 7.152148
71 C 2.962492 0.124608 6.282515
72 C -2.698388 1.452885 -0.357603
73 C 1.721432 -3.220924 -1.546924
74 C -2.554913 0.617601 0.800968
75 C 2.181495 5.177749 -0.246691
76 H 1.519469 -2.837283 1.673213
77 H -1.964241 -0.824138 -2.314193
78 H 2.858646 -0.671958 -2.565748
79 C 0.579735 -3.469084 5.799036
80 H -2.547006 -1.975629 -4.437265
81 H -4.780307 1.901263 -0.040997
82 N 2.993638 -0.078779 4.923206
83 C -0.189919 -1.418277 2.145883
84 C 2.266745 0.892301 4.306593
85 Se 2.077403 1.210195 2.536335
86 C -0.614960 -1.796265 4.572217
87 C 2.024998 3.896161 0.204845
88 C 1.061891 -3.133653 3.462178

Cartesian forces (eV/Å) of the 6 atoms listed first:
0.06 -0.46 -0.25
0.07 0.23 -0.17
0.01 0.06 0.05
0.29 -0.22 0.17
-0.05 0.13 -0.01
-0.01 -0.03 -0.07

Computed Mulliken charges, given in elementary charges: 0.42 -0.97 0.46 -1.07 -0.71 0.42 0.46 0.03 0.39 -1.39 -0.61 0.43 -0.89 -0.83 1.30 -1.20 -1.10 0.48 0.38 -0.43 0.67 0.30 0.39 0.23 0.25 -0.75 -0.74 0.16 -0.33 0.43 0.34 0.42 -0.21 2.85 -0.95 0.84 0.42 0.04 0.26 -0.83 0.56 -0.53 0.05 -0.48 -0.49 -0.87 -0.76 0.49 0.39 0.24 -0.67 0.39 -0.05 0.22 0.09 -0.33 1.65 0.20 0.48 -0.11 -1.13 0.48 0.47 0.20 0.43 -1.28 0.39 -0.74 0.22 0.43 0.71 1.15 0.24 -1.43 -0.69 0.26 0.48 -0.06 -0.30 0.45 0.44 0.82 0.54 -0.35 -0.70 -0.31 -0.76 0.26



Q: Which value of net charge does entry 4 give?
A: 0



Q: Which formula does entry 4 have?
A: C38H36N8O4SeSr



Q: Among the records above, which one has the lowest F_max?
A: C38H36N8O4SeSr



Q: Which of these has the lowest net charge?
A: C12H15F9N2NaO12